No. 1
{
  "formula": "C3H9N3O",
  "method": "ωB97M-V/def2-TZVPD",
  "e_homo_ev": -6.67,
  "total_charge": 0,
  "orbital_gap_ev": 6.909,
  "e_above_lowest_kcal_mol": 80.96,
  "symbols": ["C", "C", "N", "N", "C", "O", "N", "H", "H", "H", "H", "H", "H", "H", "H", "H"],
  "coordinates": [[1.332, -0.163, -0.384], [0.795, 1.151, 0.103], [-0.962, -1.020, -0.358], [2.017, -0.987, 0.374], [-1.351, 0.301, 0.226], [-2.716, 0.580, -0.063], [-0.552, 1.332, -0.284], [-2.672, 1.432, -0.519], [1.266, -0.391, -1.437], [2.083, -0.808, 1.367], [-1.455, -1.789, 0.097], [-1.250, -1.006, -1.334], [2.307, -1.898, 0.052], [-1.272, 0.142, 1.328], [1.007, 1.203, 1.202], [1.424, 1.921, -0.369]],
  "lowdin_charge": [-0.08, -0.34, 0.05, 0.15, -0.61, -0.06, -0.08, 0.07, 0.13, 0.12, 0.08, 0.08, 0.13, 0.13, 0.11, 0.12]
}

---

No. 2
{
  "formula": "C3H9N3O",
  "method": "ωB97M-V/def2-TZVPD",
  "e_homo_ev": -8.31,
  "total_charge": 0,
  "orbital_gap_ev": 9.157,
  "e_above_lowest_kcal_mol": 50.15,
  "symbols": ["C", "C", "N", "O", "H", "H", "H", "H", "H", "N", "C", "N", "H", "H", "H", "H"],
  "coordinates": [[1.067, 0.036, 1.631], [-0.195, 0.069, 0.775], [-1.181, 0.893, 1.345], [-0.667, -1.096, 0.327], [-2.072, 0.846, 0.874], [-0.909, 1.815, 1.654], [1.859, -0.502, 1.112], [1.427, 1.038, 1.870], [0.832, -0.498, 2.553], [-0.271, -0.817, -2.459], [0.347, -0.522, -1.306], [0.343, 0.707, -0.738], [-1.117, -0.318, -2.688], [-0.228, -1.766, -2.794], [-0.391, 1.304, -1.108], [1.157, -1.189, -1.045]],
  "lowdin_charge": [-0.03, -0.70, 0.11, -0.15, 0.09, 0.09, 0.07, 0.07, 0.08, 0.15, -0.29, 0.07, 0.11, 0.11, 0.09, 0.14]
}

---

No. 3
{
  "formula": "C3H9N3O",
  "method": "ωB97M-V/def2-TZVPD",
  "e_homo_ev": [-8.38, -8.38],
  "total_charge": 0,
  "orbital_gap_ev": [8.944, 8.944],
  "e_above_lowest_kcal_mol": 113.13,
  "symbols": ["C", "C", "C", "O", "N", "H", "H", "H", "H", "H", "H", "H", "N", "N", "H", "H"],
  "coordinates": [[-1.277, 1.249, 0.485], [0.315, -1.499, -1.337], [0.118, -0.638, -0.091], [-0.506, -1.351, 0.979], [-0.236, 0.652, -0.324], [-1.408, -1.568, 0.713], [-1.217, 2.335, 0.398], [-1.247, 0.965, 1.542], [-2.256, 0.949, 0.088], [-0.655, -1.762, -1.769], [0.882, -0.946, -2.084], [0.846, -2.416, -1.083], [2.231, 0.605, 0.816], [1.479, 1.461, 0.549], [1.669, 2.456, 0.764], [1.263, -0.494, 0.354]],
  "lowdin_charge": [-0.15, -0.03, -0.58, -0.03, -0.03, 0.09, 0.07, 0.07, 0.08, 0.07, 0.08, 0.08, 0.08, -0.02, 0.13, 0.10]
}

---

No. 4
{
  "formula": "C3H9N3O",
  "method": "ωB97M-V/def2-TZVPD",
  "e_homo_ev": -9.24,
  "smiles": "NCNC(=O)CN",
  "total_charge": 0,
  "orbital_gap_ev": 10.013,
  "e_above_lowest_kcal_mol": 54.63,
  "symbols": ["O", "C", "N", "C", "N", "C", "N", "H", "H", "H", "H", "H", "H", "H", "H", "H"],
  "coordinates": [[-1.527, 0.120, -1.501], [-0.977, 0.038, -0.410], [-0.376, -0.974, 0.303], [0.491, -1.985, -0.380], [1.589, -1.328, -0.911], [-1.108, 1.308, 0.495], [0.119, 2.141, 0.617], [-0.242, -0.795, 1.253], [-0.136, -2.369, -1.369], [0.944, -2.798, 0.338], [1.655, -0.408, -1.244], [2.332, -1.361, -0.122], [-1.938, 1.994, 0.211], [-1.334, 0.939, 1.586], [0.393, 2.717, -0.270], [0.115, 2.762, 1.404]],
  "lowdin_charge": [0.05, -0.49, 0.05, -0.29, -0.03, -0.21, -0.04, 0.09, 0.16, 0.15, 0.05, 0.11, 0.11, 0.13, 0.11, 0.04]
}

---

No. 5
{
  "formula": "C3H9N3O",
  "method": "ωB97M-V/def2-TZVPD",
  "e_homo_ev": -8.02,
  "total_charge": 0,
  "orbital_gap_ev": 8.951,
  "e_above_lowest_kcal_mol": 166.69,
  "symbols": ["C", "C", "C", "H", "H", "H", "H", "H", "H", "H", "H", "H", "N", "N", "N", "O"],
  "coordinates": [[-0.246, 2.562, 0.718], [0.149, -0.818, -0.124], [1.394, -0.444, -1.115], [0.863, 3.357, 1.037], [-1.172, 3.298, 0.138], [-0.446, 2.150, 1.704], [2.038, -1.309, -1.598], [2.071, 0.050, -0.450], [1.157, 0.324, -1.966], [0.058, -2.807, -0.612], [-1.488, -2.306, 1.435], [-2.072, -1.384, 0.385], [-0.734, 0.302, 0.039], [-0.204, -2.072, 0.106], [-1.514, -2.274, 0.463], [0.146, 1.370, -0.162]],
  "lowdin_charge": [-0.09, -0.29, -0.04, 0.16, 0.14, 0.02, 0.10, 0.04, 0.11, 0.17, 0.05, 0.09, 0.01, -0.09, 0.01, -0.38]
}

---

No. 6
{
  "formula": "C3H9N3O2",
  "method": "ωB97M-V/def2-TZVPD",
  "e_homo_ev": -9.36,
  "smiles": "NC(N)=O.NCC=O",
  "total_charge": 0,
  "orbital_gap_ev": 9.662,
  "e_above_lowest_kcal_mol": 41.37,
  "symbols": ["N", "C", "N", "O", "H", "H", "H", "H", "O", "C", "C", "N", "H", "H", "H", "H", "H"],
  "coordinates": [[-1.017, 1.749, -0.612], [0.023, 1.779, -1.544], [-0.119, 0.834, -2.576], [0.973, 2.550, -1.474], [-1.322, 0.851, -0.214], [-0.991, 2.508, 0.043], [0.682, 0.927, -3.214], [-0.421, -0.090, -2.241], [-0.617, -1.072, -0.026], [0.138, -1.103, 0.945], [-0.190, -1.599, 2.317], [0.845, -2.637, 2.554], [1.229, -0.805, 0.859], [-0.068, -0.823, 3.051], [-1.246, -1.994, 2.361], [0.795, -3.010, 3.542], [0.709, -3.481, 1.932]],
  "lowdin_charge": [0.12, -0.65, 0.12, 0.02, 0.07, 0.09, 0.10, 0.08, 0.00, -0.24, -0.25, -0.03, 0.14, 0.11, 0.13, 0.09, 0.10]
}

---

No. 7
{
  "formula": "C3H9N3O2",
  "method": "ωB97M-V/def2-TZVPD",
  "e_homo_ev": -8.76,
  "total_charge": 0,
  "orbital_gap_ev": 8.853,
  "e_above_lowest_kcal_mol": 281.87,
  "symbols": ["C", "C", "C", "H", "H", "H", "H", "H", "H", "H", "H", "H", "N", "N", "N", "O", "O"],
  "coordinates": [[2.286, -0.145, 0.117], [-0.152, 1.635, 1.577], [-0.793, -0.353, 0.249], [1.979, -0.272, 1.473], [2.053, -1.362, -0.750], [3.379, 0.703, -0.121], [-0.185, 2.679, 0.946], [-1.219, 1.353, 2.130], [0.832, 1.704, 2.293], [-1.152, -2.100, -0.531], [0.336, -1.294, -2.954], [-0.663, 0.294, -1.904], [0.018, 0.749, 0.355], [-0.641, -1.321, -0.860], [-0.739, -0.923, -2.217], [1.130, 0.853, -0.345], [-1.614, -0.611, 1.197]],
  "lowdin_charge": [-0.06, -0.03, -0.45, 0.16, 0.18, 0.16, 0.12, 0.14, 0.11, 0.10, 0.17, 0.18, -0.26, -0.12, -0.08, -0.28, -0.03]
}

---

No. 8
{
  "formula": "C3H9N3O2",
  "method": "ωB97M-V/def2-TZVPD",
  "e_homo_ev": -9.36,
  "smiles": "CON(C)C(=O)NN",
  "total_charge": 0,
  "orbital_gap_ev": 10.181,
  "e_above_lowest_kcal_mol": 125.99,
  "symbols": ["C", "C", "C", "H", "H", "H", "H", "H", "H", "H", "H", "H", "N", "N", "N", "O", "O"],
  "coordinates": [[1.955, -0.570, -0.204], [0.085, 2.069, 0.073], [-1.507, 0.196, 0.110], [1.391, -1.257, -0.815], [2.298, 0.280, -0.797], [2.932, -0.937, 0.294], [0.219, 2.275, 1.130], [-0.860, 2.619, -0.277], [0.988, 2.516, -0.558], [-2.678, -1.495, 0.404], [-0.680, -1.995, -0.972], [0.054, -2.180, 0.521], [-0.155, 0.614, 0.070], [-1.756, -1.149, 0.372], [-0.828, -2.047, -0.036], [0.963, 0.012, 0.774], [-2.421, 1.048, -0.089]],
  "lowdin_charge": [-0.04, -0.05, -0.43, 0.05, 0.07, 0.12, 0.08, 0.10, 0.12, 0.13, 0.04, 0.11, -0.11, -0.01, 0.00, -0.18, 0.00]
}

---

No. 9
{
  "formula": "C3H9N3O2S",
  "method": "ωB97M-V/def2-TZVPD",
  "e_homo_ev": -8.83,
  "total_charge": 0,
  "orbital_gap_ev": 8.298,
  "e_above_lowest_kcal_mol": 58.96,
  "symbols": ["C", "C", "C", "N", "N", "N", "O", "O", "S", "H", "H", "H", "H", "H", "H", "H", "H", "H"],
  "coordinates": [[-1.617, -0.006, 0.110], [-0.428, -0.359, 0.874], [-0.374, -0.163, -0.691], [-0.224, -1.127, -1.711], [2.756, 1.439, 0.684], [0.155, 1.122, -1.057], [2.380, -0.790, -0.280], [3.211, 1.107, -1.649], [2.280, 0.616, -0.690], [-2.337, -0.686, 0.019], [-2.018, 1.032, 0.134], [0.137, 0.361, 1.366], [-0.275, -1.367, 1.347], [0.824, -1.144, -1.711], [-0.526, -2.122, -1.698], [2.074, 1.475, 1.468], [3.029, 2.451, 0.639], [0.257, 1.259, -1.970]],
  "lowdin_charge": [-0.10, -0.07, -0.64, 0.08, -0.11, 0.13, -0.33, -0.33, 0.67, 0.06, 0.13, 0.05, 0.13, 0.06, 0.11, 0.07, 0.09, 0.00]
}

---

No. 10
{
  "formula": "C3H9N3O3P",
  "method": "ωB97M-V/def2-TZVPD",
  "e_homo_ev": [-2.40, -4.06],
  "total_charge": -1,
  "orbital_gap_ev": [6.103, 8.037],
  "e_above_lowest_kcal_mol": 98.00,
  "symbols": ["C", "C", "C", "N", "N", "N", "O", "O", "O", "P", "H", "H", "H", "H", "H", "H", "H", "H", "H"],
  "coordinates": [[-1.510, -0.546, 0.122], [-1.014, 1.696, 0.499], [1.440, 1.636, -0.528], [-2.245, -1.449, -0.724], [-1.095, -1.264, 1.226], [-1.549, 0.732, -0.190], [3.261, -0.291, -0.406], [1.422, -0.303, 1.504], [0.882, -1.036, -0.894], [1.624, -0.048, 0.001], [-1.326, 2.556, 0.008], [-0.409, 1.457, 1.402], [1.648, 1.895, -1.514], [1.353, 2.452, 0.078], [-1.673, -2.205, -0.948], [-2.735, -0.888, -1.422], [-1.209, -2.279, 1.198], [-0.056, -1.015, 1.607], [3.189, -1.101, -1.020]],
  "lowdin_charge": [-0.52, -0.10, -0.09, 0.08, 0.09, -0.03, -0.27, -0.41, -0.40, 0.27, 0.03, 0.07, -0.02, -0.04, 0.04, 0.08, 0.08, 0.08, 0.07]
}

---

No. 11
{
  "formula": "C3H9N3O4S",
  "method": "ωB97M-V/def2-TZVPD",
  "e_homo_ev": -7.40,
  "total_charge": 0,
  "orbital_gap_ev": 8.097,
  "e_above_lowest_kcal_mol": 16.18,
  "symbols": ["C", "C", "C", "N", "N", "N", "O", "O", "O", "O", "S", "H", "H", "H", "H", "H", "H", "H", "H", "H"],
  "coordinates": [[-1.625, -1.145, -0.402], [-1.128, 1.287, -0.998], [-1.222, 0.245, -0.166], [-1.244, 1.226, -2.325], [2.214, -0.061, -0.168], [-0.810, 0.439, 1.148], [-1.858, -1.769, 0.750], [-1.780, -1.754, -1.481], [2.867, 0.704, 2.166], [2.649, -1.721, 1.615], [1.955, -0.455, 1.497], [-0.988, 2.227, -0.477], [3.772, 0.794, 1.804], [-1.205, 1.998, -2.968], [-1.514, 0.293, -2.640], [2.777, -0.815, -0.489], [1.315, -0.086, -0.837], [-1.262, -0.151, 1.957], [-0.771, 1.441, 1.428], [-2.145, -2.697, 0.587]],
  "lowdin_charge": [-0.47, -0.16, -0.32, 0.10, -0.18, -0.02, 0.09, 0.04, -0.32, -0.48, 0.80, 0.13, 0.07, 0.10, 0.10, 0.01, 0.10, 0.14, 0.10, 0.15]
}

---

No. 12
{
  "formula": "C3H9N3OS",
  "method": "ωB97M-V/def2-TZVPD",
  "e_homo_ev": -8.77,
  "smiles": "CCN(S)C(=O)NN",
  "total_charge": 0,
  "orbital_gap_ev": 9.585,
  "e_above_lowest_kcal_mol": 25.84,
  "symbols": ["C", "C", "C", "H", "H", "H", "H", "H", "H", "H", "H", "H", "N", "N", "N", "O", "S"],
  "coordinates": [[1.081, 1.797, -0.178], [0.715, 0.635, 0.750], [-0.415, -1.503, 0.104], [1.177, 2.709, 0.361], [0.344, 1.912, -0.985], [2.008, 1.526, -0.633], [-0.215, 0.844, 1.192], [1.466, 0.554, 1.517], [2.135, -2.364, 0.358], [-2.406, -1.592, 0.049], [-2.855, 0.653, -0.335], [-1.947, 0.006, -1.580], [0.659, -0.653, 0.088], [-1.695, -0.882, 0.197], [-1.941, 0.292, -0.585], [-0.270, -2.695, 0.089], [2.160, -1.239, -0.409]],
  "lowdin_charge": [-0.09, -0.30, -0.60, 0.06, 0.07, 0.03, 0.09, 0.10, -0.10, 0.13, 0.08, 0.10, -0.45, -0.02, 0.02, 0.04, 0.85]
}